1.
{"formula": "C10H18ClINO3", "method": "ωB97M-V/def2-TZVPD", "gap_ha": 0.3742, "total_charge": 1, "max_force_ev_per_a": 2.66, "species": ["O", "C", "O", "C", "C", "C", "C", "C", "O", "C", "Cl", "C", "C", "C", "I", "N", "H", "H", "H", "H", "H", "H", "H", "H", "H", "H", "H", "H", "H", "H", "H", "H", "H", "H"], "xyz": [[1.1282, -2.0241, -3.2191], [0.7867, -0.8529, -3.0974], [1.7225, 0.1300, -3.0270], [-0.6703, -0.4777, -2.9075], [-0.9864, 0.9450, -2.3932], [-1.8183, 0.9349, -1.0995], [-0.9404, 1.0145, 0.1359], [-1.2532, 2.0144, 1.2409], [-0.3833, 1.5798, 2.2675], [-0.4064, 0.2065, 2.3381], [-1.6432, -0.3075, 3.5816], [0.9356, -0.3738, 2.7042], [1.9569, -0.5273, 1.5472], [2.4122, -1.9607, 1.2996], [0.9668, -3.1559, 0.2534], [-1.0061, -0.2151, 1.0187], [1.3836, 0.9676, -3.3472], [-1.0715, -1.1966, -2.2052], [-1.1895, -0.6425, -3.8412], [-0.0828, 1.5042, -2.1940], [-1.5419, 1.4902, -3.1436], [-2.4083, 0.0250, -1.0715], [-2.5288, 1.7529, -1.0751], [0.1120, 1.1499, -0.0700], [-2.2960, 1.9532, 1.5403], [-1.0155, 3.0109, 0.9027], [0.8040, -1.3205, 3.2076], [1.3387, 0.3106, 3.4383], [2.8485, 0.0184, 1.8364], [1.6257, -0.0587, 0.6310], [2.6079, -2.4634, 2.2341], [3.3018, -1.9677, 0.6912], [-0.6893, -1.1134, 0.6070], [-2.0000, -0.3498, 1.2159]], "forces_ev_per_a": [[-0.64, 2.56, 0.32], [0.78, -2.42, -0.09], [0.07, -0.62, -0.17], [0.19, 0.77, 0.21], [-0.44, -0.30, 0.03], [0.36, 0.02, -0.03], [0.00, -0.27, 0.77], [-0.12, -0.16, -0.91], [0.43, 0.10, 0.05], [-0.46, -0.05, 0.87], [0.18, 0.04, -0.21], [0.37, -0.08, -0.59], [0.00, -0.17, 0.51], [-0.35, 0.41, -0.05], [-0.06, 0.19, 0.11], [-0.73, -0.23, -0.53], [-0.16, 0.30, 0.00], [0.02, -0.43, 0.04], [-0.05, -0.20, -0.30], [0.21, 0.24, -0.03], [-0.05, 0.14, -0.23], [-0.27, -0.16, 0.03], [-0.09, 0.25, -0.04], [0.23, -0.05, -0.44], [-0.26, 0.10, 0.19], [0.17, 0.36, 0.36], [-0.18, -0.29, 0.04], [-0.02, 0.19, 0.26], [0.21, 0.16, 0.01], [-0.09, 0.05, -0.33], [0.06, -0.22, 0.17], [0.16, -0.13, -0.23], [0.64, 0.13, 0.22], [-0.09, -0.22, 0.00]]}

---

2.
{"formula": "C2Cl3F3", "method": "ωB97M-V/def2-TZVPD", "gap_ha": 0.4116, "max_force_ev_per_a": 4.61, "de_lowest_ev": 1.500, "species": ["C", "C", "F", "F", "F", "Cl", "Cl", "Cl"], "xyz": [[-0.9991, -0.0599, 0.0041], [0.9579, -0.0318, 0.0464], [-1.5385, -0.2939, 1.1436], [-1.4983, -0.9014, -0.8498], [-1.1610, 1.2291, -0.2729], [1.5677, -1.6140, -0.5259], [1.3327, 1.1393, -1.1992], [1.3386, 0.5327, 1.6537]], "forces_ev_per_a": [[4.48, 1.09, 0.02], [-3.63, -0.77, -0.94], [-0.30, -0.45, 1.93], [0.07, 0.06, -1.15], [-1.20, -0.16, -0.62], [-0.19, 0.58, 0.99], [0.47, 0.15, 0.13], [0.30, -0.51, -0.36]]}

---

3.
{"formula": "C30H43F5HoP2S", "method": "ωB97M-V/def2-TZVPD", "s_squared": 6.008, "gap_ha": [0.2095, 0.2148], "total_charge": 1, "max_force_ev_per_a": 6.74, "spin_multiplicity": 5, "species": ["Ho", "C", "C", "C", "C", "C", "C", "H", "H", "H", "C", "H", "H", "H", "C", "H", "H", "H", "C", "H", "H", "H", "C", "H", "H", "H", "C", "C", "C", "C", "C", "C", "C", "C", "H", "H", "H", "H", "H", "H", "H", "H", "H", "H", "H", "H", "P", "P", "C", "C", "H", "H", "H", "H", "C", "H", "H", "H", "C", "H", "H", "H", "C", "H", "H", "H", "C", "H", "H", "H", "F", "C", "C", "F", "C", "F", "C", "S", "C", "F", "C", "F"], "xyz": [[-0.7303, 0.5496, -1.4025], [2.0463, 0.9556, -0.0959], [1.0338, 1.8961, 0.2808], [0.8238, 0.0328, 1.6246], [1.9230, -0.1816, 0.7555], [0.2660, 1.3048, 1.3362], [3.1506, 1.1716, -1.0399], [2.9158, 1.9576, -1.7699], [3.3817, 0.2534, -1.5957], [4.0710, 1.4746, -0.5113], [2.8232, -1.3394, 0.7871], [3.5030, -1.3396, -0.0682], [2.2567, -2.2759, 0.7585], [3.4360, -1.3559, 1.7028], [0.4302, -0.8893, 2.7117], [1.1732, -0.9137, 3.5245], [0.3301, -1.9143, 2.3346], [-0.5349, -0.6028, 3.1491], [-0.7712, 1.9849, 2.1549], [-0.3336, 2.4279, 3.0663], [-1.5565, 1.2836, 2.4704], [-1.2563, 2.7954, 1.5980], [1.0015, 3.3248, -0.1179], [1.6223, 3.9233, 0.5685], [-0.0172, 3.7450, -0.0811], [1.4019, 3.4811, -1.1246], [-1.9309, 0.2126, -5.7390], [-0.9544, 1.1417, -5.7604], [-1.2147, 2.5955, -6.0008], [-2.2852, 3.1891, -5.0454], [-2.5294, 2.4652, -3.7547], [-3.5613, 1.5990, -3.6208], [-4.2619, 0.9388, -4.7658], [-3.3850, 0.4901, -5.9654], [-1.5445, 2.7519, -7.0504], [-3.2166, 3.2627, -5.6288], [-0.2793, 3.1527, -5.9102], [-3.5074, 1.2345, -6.7632], [-1.6681, -0.8487, -5.6585], [0.1067, 0.8493, -5.7854], [-3.8212, -0.4440, -6.3484], [-4.8223, 0.0775, -4.3990], [-3.9928, 1.3820, -2.6346], [-5.0411, 1.6026, -5.1647], [-1.9925, 4.2301, -4.8199], [-1.9738, 2.8349, -2.8792], [0.1627, -0.6859, -3.4325], [-3.1558, 0.5940, -0.1566], [-1.8785, -0.6890, -3.0629], [-2.9128, -0.6542, -1.8687], [-2.1440, -1.5504, -3.6908], [-2.0261, 0.2043, -3.6744], [-3.8919, -0.4088, -2.2949], [-3.0048, -1.6558, -1.4418], [-4.2619, -0.3733, 0.8826], [-4.1148, -0.0646, 1.9341], [-4.0123, -1.4465, 0.8148], [-5.3149, -0.2192, 0.5928], [-3.9948, 2.2162, -0.4278], [-5.0602, 2.0801, -0.6674], [-3.5109, 2.7995, -1.2321], [-3.8739, 2.8003, 0.5045], [0.7274, -1.4806, -4.9516], [1.8334, -1.5075, -4.9050], [0.4376, -0.9988, -5.8847], [0.3743, -2.5208, -4.9738], [0.4591, 1.2299, -3.3966], [0.4972, 1.8723, -2.4505], [-0.2117, 1.7783, -4.0767], [1.4788, 1.2898, -3.8126], [-2.3135, -5.9775, 3.5666], [-1.8302, -5.2316, 2.5422], [-2.6968, -4.6280, 1.6360], [-4.0271, -4.7738, 1.7726], [-2.1682, -3.8430, 0.6049], [-3.0814, -3.3096, -0.2581], [-0.7881, -3.5511, 0.4536], [-0.2360, -2.4086, -0.7123], [0.0392, -4.2758, 1.3528], [1.4017, -4.1912, 1.2213], [-0.4533, -5.0786, 2.3897], [0.4040, -5.6728, 3.2440]], "forces_ev_per_a": [[2.23, -1.30, 6.23], [-1.16, -0.82, 0.65], [-0.95, -0.81, -0.75], [0.41, 0.59, -0.83], [-0.82, 1.31, -0.30], [0.11, -0.46, -0.59], [0.77, 0.23, -0.57], [0.17, -0.07, 0.09], [0.06, 0.18, 0.04], [-0.20, -0.05, -0.27], [0.38, -0.78, 0.04], [0.01, -0.04, 0.10], [0.19, 0.21, -0.01], [-0.13, 0.04, -0.21], [-0.38, -0.40, 0.34], [-0.17, 0.04, -0.21], [0.04, 0.16, 0.12], [0.20, -0.09, 0.00], [-0.26, 0.27, 0.35], [-0.21, -0.10, -0.23], [0.14, 0.17, 0.02], [0.02, -0.02, 0.11], [0.02, 0.77, 0.22], [-0.17, 0.09, -0.24], [0.28, 0.02, -0.02], [-0.01, 0.12, 0.03], [1.04, 0.37, -0.57], [-0.57, -1.08, -1.72], [-0.01, 0.40, -0.18], [0.44, 0.50, -0.87], [-1.57, -0.07, 0.28], [0.25, 1.47, 0.24], [-0.29, 0.05, -0.19], [-0.45, -0.08, -0.34], [0.18, -0.13, 0.53], [0.13, -0.07, 0.52], [-0.03, -0.04, 0.03], [0.22, -0.17, 0.10], [-0.01, 0.48, -0.13], [-0.79, 0.08, -0.07], [0.01, 0.36, 0.00], [0.09, -0.03, 0.18], [0.63, 0.09, -0.69], [0.10, 0.01, 0.12], [-0.21, -0.40, -0.01], [-0.44, 0.10, -0.05], [0.10, -0.12, 2.79], [1.76, -0.21, -0.58], [-0.10, 0.05, -2.09], [-1.33, -0.22, 0.86], [-0.01, 0.18, 0.44], [-0.55, -0.56, 0.18], [0.41, -0.39, -0.44], [0.31, 0.38, 0.20], [-0.41, -0.57, 0.18], [-0.07, -0.01, -0.51], [-0.07, 0.48, -0.01], [0.38, -0.10, 0.15], [-0.34, -0.22, -0.54], [0.25, 0.29, 0.11], [-0.23, -0.25, 0.42], [-0.08, -0.49, -0.29], [0.09, 0.04, -0.86], [-0.51, 0.05, 0.24], [0.00, -0.14, 0.08], [0.04, 0.26, 0.31], [0.26, 0.82, -1.56], [0.85, -0.75, -0.85], [0.59, -0.17, 0.65], [-0.27, 0.17, 0.26], [0.31, 0.59, -0.85], [-0.08, -0.45, 0.58], [0.33, 0.20, -0.21], [0.51, 0.03, -0.12], [0.26, -0.15, 0.50], [0.33, -0.09, 0.37], [-1.33, -0.91, 1.24], [0.47, 0.53, -1.04], [0.58, 0.18, -0.33], [-1.42, -0.09, 0.27], [0.32, 0.24, -0.28], [-0.64, 0.34, -0.57]]}